{
  "formula": "C43H97F4N5O32P3",
  "method": "the ωB97M-V functional and the def2-TZVPD basis",
  "total_energy_ev": -157878.0252,
  "e_lumo_ev": 1.40,
  "total_charge": -1,
  "max_force_ha_per_bohr": 0.0384,
  "symbols": ["C", "N", "C", "C", "C", "C", "O", "H", "H", "H", "H", "H", "H", "H", "H", "H", "H", "H", "H", "H", "H", "C", "O", "O", "O", "C", "C", "C", "O", "C", "N", "H", "H", "H", "H", "H", "H", "H", "H", "H", "H", "H", "C", "C", "C", "O", "C", "N", "H", "H", "H", "H", "H", "H", "H", "H", "H", "H", "H", "C", "C", "C", "O", "C", "N", "H", "H", "H", "H", "H", "H", "H", "H", "H", "H", "H", "C", "C", "C", "O", "C", "N", "H", "H", "H", "H", "H", "H", "H", "H", "H", "H", "H", "C", "O", "P", "O", "O", "C", "O", "C", "H", "H", "H", "H", "H", "H", "H", "H", "H", "C", "O", "P", "O", "O", "C", "O", "C", "H", "H", "H", "H", "H", "H", "H", "H", "H", "C", "O", "P", "O", "O", "C", "O", "C", "H", "H", "H", "H", "H", "H", "H", "H", "H", "C", "C", "O", "C", "O", "O", "F", "H", "H", "H", "C", "C", "O", "C", "O", "O", "F", "H", "H", "H", "C", "C", "O", "C", "O", "O", "F", "H", "H", "H", "C", "C", "O", "C", "O", "O", "F", "H", "H", "H"],
  "positions_angstrom": [[-14.8012, 7.6589, -11.6901], [-15.7180, 8.5067, -12.5084], [-15.2268, 9.9271, -12.5696], [-15.7139, 7.9563, -13.8974], [-17.1103, 8.5827, -11.9216], [-17.8789, 7.2776, -11.9371], [-18.1657, 6.8522, -13.2429], [-14.9531, 8.1108, -10.7062], [-13.7723, 7.8609, -11.9769], [-15.0406, 6.6001, -11.6589], [-15.6792, 10.4891, -13.3836], [-14.1761, 9.8949, -12.8577], [-15.4361, 10.3689, -11.5998], [-14.7330, 8.0435, -14.3671], [-16.4224, 8.5249, -14.4960], [-15.9375, 6.9023, -13.7570], [-17.6109, 9.3134, -12.5573], [-17.0532, 8.9929, -10.9140], [-18.8099, 7.3699, -11.3711], [-17.3865, 6.4735, -11.3677], [-18.9431, 6.2415, -13.0972], [-20.1583, 4.9006, -11.3112], [-19.0956, 4.5244, -10.6893], [-21.2683, 4.9828, -10.6751], [-20.1332, 5.1849, -12.5937], [-20.0410, 5.4081, -16.2571], [-21.2675, 4.5324, -16.1288], [-20.9138, 3.0624, -16.1844], [-20.3867, 2.6863, -17.4346], [-20.1563, 1.2905, -17.5456], [-21.9935, 4.8255, -14.8892], [-19.4252, 5.3741, -15.3596], [-20.3680, 6.4495, -16.3682], [-19.4215, 5.2041, -17.1354], [-22.0028, 4.6985, -16.9263], [-21.8622, 2.5316, -16.0152], [-20.1988, 2.8014, -15.3992], [-19.2198, 1.0677, -17.0295], [-20.0852, 1.0248, -18.5964], [-20.9657, 0.7439, -17.0558], [-21.2802, 4.8085, -14.1276], [-22.1897, 5.8241, -14.8473], [-15.4987, 5.5594, -7.1505], [-16.1728, 5.3888, -8.5062], [-15.5340, 4.4451, -9.5291], [-14.2821, 4.8333, -10.0623], [-13.1997, 4.9280, -9.1618], [-17.5590, 4.9896, -8.2649], [-14.5420, 6.0910, -7.2147], [-15.2279, 4.6244, -6.6493], [-16.1352, 6.1119, -6.4599], [-16.2190, 6.4199, -8.8943], [-16.2258, 4.3829, -10.3736], [-15.5137, 3.4078, -9.1720], [-12.2425, 4.7999, -9.6682], [-13.2998, 4.1612, -8.3909], [-13.1858, 5.9325, -8.7308], [-17.9401, 4.6047, -9.1281], [-18.1402, 5.7868, -8.0518], [-24.0839, 8.5363, -12.9848], [-22.8527, 7.7400, -12.5516], [-21.7186, 8.6681, -12.1288], [-21.3285, 9.6079, -13.1189], [-20.7995, 9.0760, -14.2962], [-23.2807, 6.9004, -11.3974], [-23.9249, 9.1966, -13.8423], [-24.3923, 9.0902, -12.0967], [-24.9268, 7.9167, -13.2993], [-22.4191, 7.1506, -13.3652], [-20.8114, 8.0669, -11.9772], [-21.9901, 9.1975, -11.2161], [-20.3370, 9.8076, -14.9585], [-21.5341, 8.5453, -14.9145], [-20.0335, 8.3123, -14.1034], [-22.3945, 6.4762, -11.0783], [-23.5581, 6.0525, -11.9019], [-12.6127, 4.8850, -13.8036], [-11.4651, 5.4808, -14.6473], [-10.7862, 6.5525, -13.8021], [-11.6335, 7.6643, -13.6346], [-11.0379, 8.7698, -12.9845], [-10.4810, 4.4201, -14.9049], [-12.3120, 4.5067, -12.8212], [-12.9863, 4.0093, -14.3348], [-13.3756, 5.6153, -13.5251], [-11.8210, 5.9466, -15.5665], [-9.8315, 6.9094, -14.2117], [-10.5482, 6.1284, -12.8143], [-10.0956, 9.1237, -13.4226], [-10.7541, 8.4349, -11.9822], [-11.7629, 9.5756, -13.0369], [-10.9228, 3.5373, -15.1339], [-10.0436, 4.2326, -14.0054], [-9.3207, 10.7846, -9.6980], [-10.5515, 10.4729, -10.3584], [-11.9383, 10.3276, -9.5255], [-13.0065, 9.6174, -10.2282], [-12.3305, 11.8401, -9.2420], [-12.6265, 12.6806, -10.3487], [-11.4626, 9.7316, -8.1069], [-11.5646, 8.2793, -8.0184], [-8.6328, 9.9564, -9.8596], [-9.4714, 10.9910, -8.6394], [-8.9399, 11.6939, -10.1649], [-11.8215, 13.4057, -10.4806], [-13.5399, 13.2373, -10.1351], [-12.8059, 12.1301, -11.2737], [-12.4130, 8.1579, -7.3377], [-10.6714, 7.9377, -7.5040], [-11.8364, 7.7505, -8.9281], [-15.3674, 14.4167, -14.2303], [-15.9512, 13.2857, -13.6197], [-17.3232, 13.3886, -12.8024], [-17.3093, 14.3760, -11.7197], [-18.4449, 13.6897, -13.8859], [-18.8557, 12.6371, -14.7760], [-17.6552, 11.8677, -12.3841], [-18.7815, 11.6384, -11.5321], [-14.2826, 14.3315, -14.1842], [-15.6491, 15.3300, -13.7008], [-15.6582, 14.5300, -15.2756], [-18.2632, 11.7374, -14.6258], [-18.7480, 12.9259, -15.8191], [-19.8953, 12.3423, -14.6392], [-18.3718, 11.2404, -10.6026], [-19.4171, 10.8544, -11.9520], [-19.4396, 12.4777, -11.3113], [-17.4566, 7.3012, -17.2530], [-17.7417, 8.2638, -18.2540], [-19.0074, 9.2507, -18.0997], [-18.7931, 10.1698, -16.9779], [-19.0872, 9.7469, -19.6076], [-19.1034, 8.7834, -20.6583], [-20.2830, 8.2940, -17.9276], [-21.6031, 8.7985, -17.8457], [-16.3786, 7.2764, -17.0929], [-17.7782, 6.3059, -17.5748], [-18.0133, 7.4858, -16.3297], [-19.5850, 7.8640, -20.3290], [-18.1134, 8.5603, -21.0565], [-19.6458, 9.2358, -21.4885], [-21.6104, 9.8892, -17.8059], [-22.1397, 8.3403, -17.0164], [-22.1595, 8.4940, -18.7391], [-14.9132, 10.3755, -6.1855], [-15.3273, 9.0324, -6.7516], [-15.4630, 9.3449, -8.1196], [-15.8151, 10.6535, -8.2317], [-16.1887, 11.1938, -9.2255], [-15.4653, 11.2843, -7.1115], [-16.5303, 8.6151, -6.2735], [-13.8267, 10.4826, -6.2148], [-15.3107, 10.4900, -5.1788], [-14.6100, 8.2318, -6.5869], [-21.2123, 8.3319, -8.6723], [-20.0784, 7.3061, -8.5830], [-19.9249, 7.1252, -7.1841], [-20.8334, 7.8411, -6.5030], [-20.9908, 7.8460, -5.3209], [-21.5185, 8.6438, -7.3346], [-18.9143, 7.8132, -9.1086], [-22.1038, 7.9932, -9.2062], [-20.8988, 9.2067, -9.2491], [-20.2859, 6.3422, -9.0644], [-17.3450, 3.7725, -13.3785], [-17.8375, 2.3586, -13.1075], [-16.6742, 1.6971, -12.5970], [-15.5790, 2.3866, -12.9402], [-14.4466, 2.1467, -12.6775], [-15.9636, 3.4818, -13.6733], [-18.2671, 1.6910, -14.2151], [-17.4274, 4.4358, -12.5185], [-17.8106, 4.2393, -14.2381], [-18.5599, 2.2625, -12.2960], [-11.8999, 7.8479, -18.7795], [-10.6544, 8.4109, -18.1670], [-11.1354, 8.9736, -16.9734], [-12.5046, 9.1323, -17.0647], [-13.1693, 9.5680, -16.1893], [-12.9461, 8.6085, -18.2066], [-10.1376, 9.4056, -18.9676], [-12.0564, 6.7979, -18.5245], [-11.8668, 7.9396, -19.8636], [-9.8384, 7.7379, -17.9188]],
  "forces_ev_per_a": [[-0.230, 1.319, 1.302], [0.348, 0.242, -1.024], [0.605, -0.398, -0.156], [0.007, -0.244, 0.081], [-0.555, -0.438, -0.591], [0.009, -0.511, 0.385], [0.032, 0.336, -0.180], [0.446, -0.549, 0.264], [-0.054, -0.200, -0.246], [-0.246, 0.099, -0.340], [-0.653, -0.264, 0.194], [0.143, -0.037, 0.562], [0.352, 0.274, -0.066], [0.205, 0.269, 0.439], [-0.251, -0.402, 0.019], [-0.414, 0.096, -0.646], [-0.151, -0.023, 0.021], [0.316, -0.073, 0.043], [0.070, 0.485, -0.022], [0.327, 0.157, -0.013], [-0.479, -0.722, 0.012], [-0.656, -0.427, 0.788], [0.536, 0.230, -0.708], [0.307, 0.521, -0.143], [0.675, 0.410, -0.369], [-0.045, 0.824, -0.638], [-0.197, 0.224, -0.082], [-0.615, -0.400, 0.513], [-0.079, 0.155, -0.875], [0.097, 0.774, 0.685], [0.971, -0.071, 0.788], [0.007, -0.210, 0.141], [0.110, -0.083, 0.107], [-0.160, -0.307, 0.069], [0.395, 0.144, -0.322], [0.191, -0.211, 0.177], [-0.049, 0.014, 0.236], [0.077, -0.355, -0.023], [-0.014, 0.038, -0.065], [-0.053, -0.195, -0.126], [-0.570, -0.451, 0.127], [-0.310, -0.049, -0.490], [0.996, -0.317, 0.470], [-0.756, 1.056, 0.587], [-0.549, -0.112, 0.162], [0.407, 0.179, -0.474], [-0.510, 0.058, -0.005], [0.474, -1.010, -0.242], [-0.129, 0.168, -0.110], [-0.348, -0.204, -0.170], [-0.188, -0.019, -0.160], [0.514, -0.081, -0.630], [0.089, 0.276, -0.149], [0.286, 0.069, 0.440], [-0.175, -0.215, -0.376], [0.174, 0.109, 0.222], [0.055, -0.092, 0.331], [-0.578, 0.027, -0.050], [0.201, 0.019, 0.143], [0.079, 0.050, -0.358], [-0.496, 0.528, 0.178], [0.558, -0.701, -0.527], [-0.408, 1.350, -0.017], [0.335, -1.326, -0.534], [1.241, -0.341, -1.379], [0.307, 0.237, 0.240], [-0.170, 0.248, -0.197], [0.141, -0.368, 0.293], [-0.307, -0.221, -0.012], [-0.229, -0.349, 0.546], [0.021, 0.301, -0.143], [-0.127, 0.513, 0.441], [-0.334, 0.124, 0.144], [0.106, 0.064, 0.263], [0.061, -0.196, 0.560], [-0.692, -0.004, 0.513], [-0.154, 0.223, -0.224], [-0.202, -0.508, 1.727], [0.515, 0.547, 0.140], [-0.309, 0.140, -0.660], [0.306, -0.818, 0.091], [0.576, 0.366, -0.037], [0.625, -0.002, -0.173], [-0.617, 0.236, 0.071], [-0.281, -0.124, -0.580], [-0.061, -0.187, -0.128], [0.009, -0.219, -0.334], [-0.002, -0.135, 0.060], [-0.096, -0.184, -0.521], [-0.367, 0.511, 0.321], [0.011, 0.034, 0.462], [-0.288, 0.155, -0.164], [0.166, -0.044, -0.115], [-0.152, 0.465, -0.210], [-1.087, -0.619, 0.342], [0.846, 0.851, -0.417], [0.562, -0.365, -0.031], [0.385, -0.721, 1.137], [-0.425, 0.712, -0.466], [-0.461, 0.379, -1.427], [-0.972, 0.489, 1.463], [0.041, 0.056, 0.142], [0.088, -0.194, 0.011], [0.155, -0.116, -0.005], [0.079, -0.193, -0.048], [0.020, -0.151, 0.173], [0.168, -0.141, 0.091], [0.158, -0.485, -0.026], [0.110, -0.165, -0.367], [0.457, 0.303, -0.281], [0.125, 0.964, 0.034], [-0.498, -1.336, 0.405], [-0.693, -0.085, 0.377], [0.062, -0.149, -0.374], [-0.205, 0.048, -0.173], [0.076, -0.613, -0.543], [0.973, 1.267, -0.642], [-0.387, -1.081, 0.881], [-0.045, -0.232, 0.057], [-0.014, -0.041, 0.033], [-0.172, -0.280, 0.031], [0.059, 0.024, -0.064], [0.179, 0.331, 0.092], [-0.072, 0.349, 0.416], [-0.115, 0.247, 0.118], [0.161, 0.092, -0.379], [0.462, 0.412, -0.261], [-0.158, -0.793, 0.480], [-1.219, 0.302, -0.421], [1.182, -1.551, 0.324], [-0.643, 0.650, -0.769], [0.104, 0.778, 0.658], [-0.222, -0.055, -0.612], [1.100, -0.069, -0.123], [-0.757, 0.133, -0.600], [-0.089, 0.196, 0.136], [0.142, 0.230, -0.211], [0.322, 0.215, 0.082], [-0.032, -0.010, -0.107], [0.199, 0.062, 0.512], [-0.253, -0.062, 0.166], [-0.094, -0.072, 0.323], [0.331, 0.213, 0.253], [0.233, 0.070, -0.077], [0.131, -0.604, 0.239], [0.315, 0.166, -0.335], [-0.551, -0.822, -0.043], [1.162, 0.321, -0.819], [-0.274, -0.499, 0.276], [-0.620, 0.978, 0.630], [-0.106, 0.151, 0.125], [-0.012, -0.030, 0.183], [-0.021, 0.365, -0.103], [-0.052, -0.045, -0.321], [-0.012, -0.016, -1.208], [-0.863, -0.373, -0.146], [0.254, -0.403, -0.233], [-0.043, 0.873, 0.486], [0.233, -0.326, -0.235], [-0.324, 0.191, 0.207], [0.149, 0.249, 0.357], [0.063, -0.519, 0.317], [0.314, 0.154, 0.479], [0.109, 0.010, -0.084], [0.113, -0.777, -0.409], [-0.303, 0.184, 1.687], [-0.006, -0.240, -0.100], [-0.505, 1.482, -0.952], [0.179, -0.556, 0.098], [0.772, 0.103, 0.399], [0.160, 0.070, -0.216], [-0.245, -0.274, 0.157], [-0.031, -0.100, -0.078], [-0.298, 0.267, -0.385], [0.059, -0.864, -0.791], [0.141, 0.465, 0.733], [-0.094, 0.205, -0.253], [0.451, -0.415, 0.974], [-0.072, 0.430, -0.099], [-0.264, 0.086, -0.461], [-0.020, 0.016, 0.053], [0.122, 0.012, 0.072], [-0.255, 0.189, 0.052], [-0.096, -0.164, -0.118]]
}